No. 1
7 unconnected molecules or ions with the total composition C52H109N6O6, computed with the ωB97M-V functional and the def2-TZVPD basis.

Geometry as XYZ:
```
173
Properties=species:S:1:pos:R:3
C 11.14 14.98 7.04
C 9.67 15.07 7.44
C 8.88 13.87 6.83
C 7.52 13.77 7.48
C 7.62 13.46 8.96
C 8.26 14.65 9.77
N 9.53 15.09 9.03
O 10.53 15.37 9.78
C 8.61 14.04 11.18
C 7.31 15.86 9.83
C 9.06 16.41 6.93
H 11.66 14.19 7.57
H 11.72 15.91 7.10
H 11.34 14.82 5.98
H 9.45 12.94 6.90
H 8.94 14.03 5.75
H 7.00 12.97 6.95
H 6.96 14.68 7.25
H 8.23 12.57 9.09
H 6.61 13.30 9.34
H 9.46 13.36 11.23
H 7.74 13.56 11.63
H 8.93 14.91 11.75
H 6.90 16.15 8.86
H 7.88 16.71 10.19
H 6.46 15.67 10.49
H 9.23 16.49 5.85
H 9.64 17.20 7.41
H 8.01 16.66 7.04
C 0.55 24.55 4.18
C 0.97 23.67 2.96
C 2.40 24.01 2.49
C 3.45 23.59 3.53
C 3.38 22.03 3.54
C 2.05 21.43 4.03
N 0.92 22.19 3.29
O -0.30 21.71 3.32
C 1.85 21.65 5.55
C 1.98 19.93 3.71
C 0.04 24.00 1.73
H 1.32 24.59 4.95
H -0.37 24.24 4.69
H 0.44 25.62 3.99
H 2.47 25.05 2.19
H 2.52 23.53 1.52
H 3.22 24.03 4.50
H 4.42 23.98 3.24
H 4.19 21.53 4.08
H 3.46 21.79 2.48
H 2.05 20.82 6.22
H 0.84 21.96 5.84
H 2.41 22.49 5.96
H 2.05 19.59 2.68
H 1.10 19.39 4.06
H 2.86 19.45 4.16
H 0.52 23.83 0.76
H -0.21 25.05 1.83
H -0.89 23.44 1.65
C 4.08 18.04 10.97
C 2.62 17.70 11.23
C 2.22 16.54 10.30
C 0.94 15.86 10.64
C 0.86 15.48 12.11
C 1.26 16.50 13.16
N 2.45 17.34 12.65
O 3.11 18.00 13.58
C 1.72 15.75 14.44
C 0.08 17.42 13.49
C 1.83 18.94 10.81
H 4.33 18.98 11.47
H 4.25 18.09 9.90
H 4.82 17.32 11.32
H 2.94 15.72 10.37
H 2.20 16.77 9.23
H 0.86 14.97 10.02
H 0.21 16.63 10.37
H 1.29 14.48 12.18
H -0.18 15.18 12.23
H 0.92 15.12 14.85
H 1.95 16.38 15.30
H 2.58 15.10 14.29
H -0.61 16.91 14.17
H -0.34 17.64 12.51
H 0.42 18.31 14.01
H 1.94 19.09 9.74
H 2.12 19.90 11.24
H 0.75 18.95 10.99
C 7.92 22.63 5.19
C 8.40 21.96 6.49
C 7.26 21.58 7.40
N 7.67 20.72 8.57
C 8.08 19.31 8.16
C 8.75 21.29 9.50
C 8.05 21.45 10.89
C 6.63 21.73 10.51
C 6.46 20.57 9.55
H 6.90 22.32 4.99
H 8.50 22.55 4.28
H 7.79 23.70 5.39
H 9.00 22.74 6.96
H 9.02 21.09 6.27
H 6.49 21.04 6.85
H 6.78 22.50 7.75
H 8.88 19.37 7.41
H 7.26 18.85 7.61
H 8.42 18.65 8.95
H 9.58 20.59 9.53
H 9.06 22.24 9.07
H 8.19 20.49 11.38
H 8.46 22.21 11.56
H 5.95 21.71 11.36
H 6.63 22.69 10.00
H 6.58 19.62 10.07
H 5.58 20.53 8.90
C -4.40 16.88 10.87
C -3.65 16.23 9.69
C -3.44 17.18 8.51
N -2.76 16.47 7.31
C -3.73 15.41 6.72
C -1.35 15.96 7.73
C -0.51 17.22 7.68
C -0.97 17.88 6.39
C -2.43 17.53 6.23
H -5.40 17.23 10.61
H -3.88 17.73 11.31
H -4.54 16.10 11.62
H -4.32 15.40 9.46
H -2.67 15.90 10.06
H -2.80 18.02 8.77
H -4.36 17.60 8.10
H -3.17 15.06 5.84
H -4.61 15.96 6.38
H -3.80 14.48 7.27
H -1.04 15.28 6.93
H -1.35 15.39 8.66
H 0.55 16.96 7.62
H -0.58 17.98 8.46
H -0.44 17.47 5.53
H -0.84 18.96 6.43
H -2.73 17.16 5.25
H -3.16 18.33 6.38
C -0.02 11.91 7.22
C 1.21 12.73 7.63
C 2.15 12.83 6.41
N 3.06 14.06 6.35
C 4.02 14.00 7.52
C 2.33 15.37 6.21
C 2.88 16.13 4.98
C 4.30 15.51 4.70
C 3.97 14.10 5.08
H -0.63 11.81 8.12
H 0.17 10.95 6.74
H -0.67 12.51 6.59
H 1.82 12.34 8.44
H 0.93 13.74 7.95
H 1.55 12.95 5.51
H 2.74 11.91 6.34
H 4.66 13.13 7.36
H 3.41 13.98 8.41
H 4.53 14.96 7.58
H 2.42 15.99 7.10
H 1.29 15.20 5.95
H 2.78 17.21 5.06
H 2.29 15.92 4.08
H 5.13 15.91 5.28
H 4.54 15.43 3.64
H 4.80 13.40 5.21
H 3.45 13.61 4.26
O 2.85 18.42 7.45
C 4.11 18.69 7.17
O 4.25 19.67 6.40
O 5.08 18.00 7.52
H 2.59 19.24 7.01
```

Its total charge is +5. The frontier orbital gap comes out at 5.31 eV. The value obtained for the LUMO energy is -13.4333 eV. For the total energy, the calculation gives -2824.58564 hartree. For the relative energy (zero: lowest compared OMol25 entry of this formula, charge and spin), the calculation gives 0.0 kJ/mol.

Mulliken atomic charge list, values in e, 99 entries: -1.671 1.402 -1.725 0.702 -1.369 1.391 0.902 -0.322 -1.523 -1.524 -1.707 0.466 0.366 0.424 0.396 0.601 0.420 -0.387 0.451 0.539 0.441 0.365 0.438 0.019 0.433 0.459 0.529 0.537 0.003 -1.480 1.110 -1.366 -0.668 -1.317 2.079 0.793 -0.286 -0.794 -1.887 -1.514 0.289 0.414 0.447 0.458 0.467 0.365 0.381 0.327 0.498 -0.515 0.518 0.303 0.589 0.308 0.328 0.398 0.402 0.418 -2.133 2.037 -0.281 0.795 -2.094 1.443 1.046 -0.289 -1.797 -1.479 -1.361 0.724 0.011 0.509 0.574 -0.605 -0.185 -0.264 0.386 0.623 0.460 0.445 0.426 0.464 0.282 0.349 0.016 0.443 0.311 -0.879 -0.241 -0.523 0.868 -1.825 -0.474 -0.697 -0.373 -0.161 -0.086 0.401 0.370

=====

No. 2
15 unconnected molecules or ions with the total composition C52H110O31S3, computed with the ωB97M-V functional and the def2-TZVPD basis.

Geometry as XYZ:
```
196
Properties=species:S:1:pos:R:3
C 4.55 -8.02 1.75
C 4.63 -6.84 2.68
C 5.75 -5.97 2.13
O 6.39 -6.85 1.15
C 5.96 -8.18 1.24
H 3.80 -7.89 0.97
H 4.31 -8.97 2.22
H 4.97 -7.16 3.66
H 3.67 -6.31 2.66
H 6.43 -5.60 2.89
H 5.24 -5.15 1.62
H 6.65 -8.61 1.96
H 6.05 -8.79 0.34
C -3.40 7.32 1.71
C -2.69 8.65 1.47
C -1.89 8.49 0.15
O -2.23 7.15 -0.27
C -3.44 6.66 0.35
H -4.41 7.37 2.11
H -2.78 6.71 2.38
H -2.02 9.02 2.25
H -3.33 9.52 1.34
H -0.82 8.50 0.38
H -2.10 9.31 -0.54
H -3.41 5.58 0.23
H -4.32 7.05 -0.16
C -0.08 -4.67 8.54
C 1.27 -4.11 8.27
C 1.99 -5.28 7.65
O 1.39 -6.43 8.27
C 0.19 -6.15 9.02
H -0.70 -4.78 7.65
H -0.62 -4.10 9.30
H 1.77 -3.88 9.21
H 1.25 -3.25 7.60
H 3.02 -5.21 8.00
H 1.94 -5.27 6.56
H 0.46 -6.20 10.08
H -0.65 -6.84 8.89
C 1.43 6.12 -4.55
C 2.54 5.54 -5.37
C 3.79 6.05 -4.65
O 3.36 6.15 -3.23
C 1.99 6.62 -3.23
H 0.63 5.38 -4.47
H 0.99 6.99 -5.03
H 2.41 5.73 -6.43
H 2.58 4.46 -5.22
H 4.28 6.90 -5.13
H 4.57 5.29 -4.62
H 1.88 7.70 -3.32
H 1.49 6.25 -2.34
C 1.21 5.28 2.56
C 0.86 4.41 3.75
C 1.74 3.20 3.49
O 2.88 3.84 2.94
C 2.69 5.14 2.35
H 1.01 6.35 2.67
H 0.75 4.94 1.64
H -0.22 4.25 3.86
H 1.26 4.86 4.65
H 1.33 2.42 2.85
H 1.94 2.82 4.50
H 3.07 5.23 1.33
H 3.15 5.95 2.92
C -1.57 0.68 7.32
C -2.94 1.22 7.60
C -2.62 2.50 8.23
O -1.45 2.21 9.05
C -0.63 1.41 8.30
H -1.11 0.81 6.34
H -1.56 -0.38 7.55
H -3.53 0.52 8.18
H -3.67 1.47 6.82
H -3.42 2.97 8.80
H -2.28 3.32 7.60
H 0.00 0.82 8.96
H 0.07 2.07 7.78
C -3.38 -5.84 3.15
C -4.01 -5.52 1.75
C -2.83 -5.95 0.85
O -1.91 -6.71 1.64
C -2.52 -7.02 2.88
H -4.17 -6.16 3.84
H -2.83 -4.97 3.51
H -4.33 -4.49 1.57
H -4.82 -6.14 1.37
H -2.35 -5.09 0.40
H -3.15 -6.65 0.07
H -1.75 -7.11 3.65
H -2.99 -8.00 2.88
O -8.13 -2.25 -3.23
S -7.16 -2.52 -2.14
O -7.42 -2.08 -0.75
O -6.86 -4.17 -2.12
C -6.66 -4.82 -3.36
C -6.57 -6.28 -3.00
C -5.42 -1.93 -2.68
H -5.79 -4.42 -3.88
H -7.53 -4.59 -3.98
H -7.30 -6.57 -2.24
H -5.55 -6.42 -2.63
H -6.58 -6.94 -3.87
H -5.50 -1.59 -3.71
H -4.67 -2.73 -2.65
H -5.13 -1.13 -2.00
O -2.59 3.17 -6.57
S -3.00 4.05 -7.70
O -4.41 4.06 -8.09
O -2.45 5.58 -7.38
C -2.96 6.67 -8.20
C -3.06 7.96 -7.38
C -2.14 3.75 -9.21
H -3.90 6.51 -8.74
H -2.17 6.90 -8.91
H -3.51 8.85 -7.81
H -2.06 8.11 -6.98
H -3.64 7.76 -6.48
H -2.72 4.14 -10.04
H -2.05 2.67 -9.36
H -1.16 4.23 -9.14
O 4.54 -6.18 -5.65
S 4.96 -6.56 -4.26
O 6.35 -6.80 -3.89
O 4.32 -5.40 -3.24
C 3.06 -4.88 -3.56
C 2.35 -4.54 -2.28
C 3.90 -7.96 -3.73
H 2.50 -5.58 -4.17
H 3.14 -4.04 -4.26
H 2.18 -5.45 -1.70
H 1.40 -4.02 -2.35
H 3.03 -3.95 -1.67
H 3.65 -7.81 -2.68
H 4.50 -8.86 -3.84
H 3.09 -8.04 -4.45
C -9.08 4.95 1.63
O -7.85 4.34 2.15
C -7.21 3.40 1.53
O -7.43 2.91 0.42
O -6.22 2.93 2.35
C -5.45 1.76 2.10
H -8.89 5.77 0.93
H -9.62 5.50 2.40
H -9.75 4.21 1.19
H -5.19 1.28 3.04
H -4.50 2.00 1.61
H -6.03 1.10 1.45
C 0.13 -2.06 2.06
O 0.51 -1.13 1.16
C -0.48 -0.52 0.40
O -1.68 -0.68 0.45
O 0.10 0.29 -0.47
C -0.63 1.32 -1.15
H -0.41 -1.55 2.87
H 0.95 -2.52 2.60
H -0.49 -2.86 1.67
H -1.37 1.84 -0.55
H -1.12 0.82 -1.99
H 0.08 2.02 -1.58
C 2.81 1.64 -9.44
O 2.52 1.20 -8.14
C 1.48 0.38 -7.89
O 0.68 -0.04 -8.69
O 1.56 0.05 -6.60
C 0.49 -0.54 -5.87
H 3.45 2.53 -9.42
H 1.90 1.83 -10.00
H 3.43 0.88 -9.92
H -0.34 0.16 -5.76
H 0.83 -0.86 -4.88
H 0.02 -1.41 -6.33
C 4.53 1.15 8.12
O 4.70 -0.19 7.87
C 5.12 -0.80 6.68
O 5.51 -1.94 6.64
O 4.96 0.07 5.70
C 5.26 -0.35 4.35
H 3.86 1.66 7.44
H 5.52 1.62 8.17
H 4.13 1.32 9.12
H 4.79 0.40 3.70
H 4.85 -1.27 3.93
H 6.35 -0.42 4.27
C 6.60 -1.21 -5.84
O 5.75 -0.87 -4.74
C 5.62 0.38 -4.37
O 6.08 1.36 -4.97
O 4.85 0.34 -3.20
C 4.64 1.57 -2.52
H 6.51 -0.50 -6.67
H 6.34 -2.15 -6.32
H 7.65 -1.22 -5.55
H 3.92 1.36 -1.73
H 4.13 2.33 -3.11
H 5.58 1.87 -2.06
```

The frontier orbital gap comes out at 9.24 eV. The value obtained for the LUMO energy is -0.1062 eV. For the total energy, the calculation gives -5573.92693 hartree.

Mulliken atomic charge list, values in e, 99 entries: -0.466 -0.396 -0.358 -0.448 -0.424 0.169 0.314 0.260 0.275 0.257 0.231 0.270 0.320 -0.338 -0.585 -0.353 -0.377 -0.356 0.329 0.114 0.303 0.289 0.260 0.242 0.232 0.240 -0.577 -0.405 -0.387 -0.433 -0.413 0.234 0.349 0.258 0.305 0.238 0.294 0.265 0.272 -0.356 -0.261 -0.534 -0.439 -0.347 0.260 0.154 0.353 0.067 0.277 0.297 0.271 0.262 -0.468 -0.610 -0.096 -0.440 -0.378 0.312 0.212 0.371 0.294 0.160 0.142 0.230 0.261 -0.156 -0.418 -0.452 -0.455 -0.379 0.200 0.123 0.247 0.220 0.338 0.240 0.275 0.219 -0.421 -0.462 -0.334 -0.423 -0.450 0.310 0.243 0.300 0.236 0.203 0.242 0.283 0.272 -0.628 1.172 -0.567 -0.267 -0.221 -1.171 -0.941 0.365

=====

HOMO, record by record: -18.74, -9.35 eV